# 1
This record from OMol25 describes C38H49AlN7O6PSSi as an isolated structure. The level of theory is the ωB97M-V functional and the def2-TZVPD basis.

Element x y z (Å)
1 Al 0.46555 1.60364 0.13017
2 O 0.53115 2.50329 1.82194
3 N 1.72265 2.62912 2.28709
4 N 2.61236 2.38851 1.41890
5 O 2.29648 2.06758 0.18274
6 C 4.00073 2.41300 1.77418
7 C 4.90431 1.87208 0.87625
8 C 6.25137 1.87336 1.20917
9 C 6.67630 2.40640 2.41588
10 C 5.75003 2.94449 3.30104
11 C 4.40193 2.95385 2.98774
12 H 4.54654 1.45500 -0.05346
13 H 6.96834 1.44933 0.51887
14 H 7.72787 2.40269 2.67016
15 H 6.07833 3.36004 4.24437
16 H 3.67021 3.36341 3.66802
17 O 1.06258 1.03317 -2.63451
18 C 0.14332 1.20317 -1.84413
19 C -1.26293 1.27565 -2.42759
20 C -1.43714 1.23794 -3.80958
21 C -2.69778 1.36125 -4.36415
22 C -3.80521 1.53896 -3.53956
23 C -3.64297 1.59800 -2.16600
24 C -2.37444 1.46044 -1.60154
25 P -2.09327 1.59137 0.19362
26 C -2.80413 0.11098 0.95821
27 C -2.51303 -0.10221 2.30558
28 C -3.06295 -1.18339 2.97201
29 C -3.88608 -2.07232 2.29206
30 C -4.15602 -1.87840 0.94709
31 C -3.61999 -0.78470 0.28065
32 C -3.25797 2.91587 0.67135
33 C -3.03184 4.20619 0.19186
34 C -3.89539 5.24033 0.51084
35 C -4.99679 4.99994 1.32209
36 C -5.22916 3.72168 1.80418
37 C -4.36684 2.68196 1.47945
38 H -0.55684 1.10625 -4.42751
39 H -2.82577 1.32382 -5.43874
40 H -4.79291 1.64218 -3.97052
41 H -4.50253 1.76380 -1.52663
42 H -1.84105 0.57130 2.82470
43 H -2.83336 -1.34437 4.01771
44 H -4.30371 -2.92674 2.80938
45 H -4.78098 -2.58118 0.41072
46 H -3.82690 -0.64133 -0.77099
47 H -2.18127 4.39975 -0.44864
48 H -3.70829 6.23502 0.12664
49 H -5.67169 5.80744 1.57481
50 H -6.08752 3.52657 2.43408
51 H -4.56021 1.68717 1.85887
52 N 0.66827 7.14575 -0.22479
53 N 0.57240 5.84334 -0.69017
54 N 0.50594 5.56395 -1.96946
55 C 0.33753 4.24823 -1.93095
56 N 0.29069 3.79238 -0.67246
57 N 0.45288 4.83660 0.11444
58 H 1.37877 7.61061 -0.78011
59 H 0.96923 7.08445 0.74237
60 H 0.26138 3.62812 -2.80671
61 C -2.32945 -2.29804 -2.74348
62 C -0.91332 -2.67602 -2.33149
63 C -0.87475 -4.15654 -1.96112
64 C 0.07077 -2.39105 -3.45782
65 O -0.58712 -1.82644 -1.21117
66 Si 0.41374 -2.14286 0.05098
67 S 0.72318 -0.42721 1.20410
68 O -0.35451 -3.29739 0.92632
69 C 0.09404 -4.18837 1.95023
70 C 0.90259 -5.31813 1.32030
71 C -1.16863 -4.74780 2.59372
72 C 0.92290 -3.44218 2.98920
73 O 1.81633 -2.81771 -0.47036
74 C 3.18374 -2.42612 -0.63977
75 C 3.86444 -2.38038 0.72389
76 C 3.28731 -1.07173 -1.32648
77 C 3.80916 -3.51405 -1.50511
78 H -2.62008 -2.84147 -3.64467
79 H -2.39677 -1.22794 -2.94403
80 H -3.02767 -2.55219 -1.94450
81 H -1.17887 -4.75013 -2.82593
82 H -1.55439 -4.36229 -1.13397
83 H 0.13005 -4.46315 -1.66974
84 H -0.22534 -2.92256 -4.36491
85 H 1.06781 -2.72435 -3.17202
86 H 0.11251 -1.32256 -3.66802
87 H 0.28763 -5.86562 0.60357
88 H 1.24110 -6.01459 2.09028
89 H 1.76988 -4.91926 0.79578
90 H -1.81074 -5.18758 1.82890
91 H -1.72055 -3.95041 3.09128
92 H -0.91818 -5.51590 3.32805
93 H 1.85210 -3.06840 2.55502
94 H 1.17354 -4.10762 3.81811
95 H 0.36309 -2.58925 3.37423
96 H 3.38685 -1.63504 1.36091
97 H 4.91895 -2.11901 0.60916
98 H 3.80406 -3.35595 1.21117
99 H 2.85069 -0.28690 -0.70917
100 H 2.76831 -1.07334 -2.28322
101 H 4.33778 -0.82952 -1.50654
102 H 3.68985 -4.48875 -1.02913
103 H 4.87398 -3.32390 -1.65142
104 H 3.32375 -3.54507 -2.48216

Cartesian forces (eV/Å) of the 6 atoms listed first:
Al -0.005 -0.079 0.019
O 0.049 0.006 0.008
N 0.000 -0.003 -0.013
N 0.000 0.008 0.022
O -0.025 -0.001 -0.060
C -0.006 -0.001 0.003

Properties
orbital gap = 7.8 eV
DFT total energy = -97520.854 eV
F_max = 0.2 eV/A
HOMO level = -7.568 eV
relative energy (zero: lowest compared OMol25 entry of this formula, charge and spin) = 0.0000 eV


# 2
This record from OMol25 describes C38H49BrClN2O6RuSSi3 as an isolated structure in a non-equilibrium geometry. The level of theory is the ωB97M-V functional and the def2-TZVPD basis.

Element x y z (Å)
1 Ru -0.37300 0.01306 0.29715
2 C 3.12858 -1.12346 0.08075
3 O 2.12703 -0.10634 -0.03541
4 Si 2.36428 1.47996 0.38584
5 C 2.82968 1.52095 2.19263
6 C 3.86372 2.14942 -0.51804
7 C 0.69874 2.15193 -0.10488
8 Si 0.57429 2.47861 -1.95024
9 C 1.46616 1.30469 -3.09820
10 C -1.14906 2.69675 -2.67882
11 C 1.34714 4.19380 -2.16734
12 Si 0.15890 3.50129 1.10831
13 C -0.15884 2.77181 2.81541
14 C 1.54950 4.76996 1.26402
15 C -1.35668 4.52309 0.64315
16 H 3.59453 -1.28993 -0.89330
17 H 2.65894 -2.04238 0.41928
18 H 3.90441 -0.83819 0.79852
19 H 3.86212 1.17641 2.30968
20 H 2.17890 0.86054 2.77705
21 H 2.77118 2.52783 2.61820
22 H 4.67367 1.41357 -0.47130
23 H 4.22213 3.06791 -0.03924
24 H 3.67754 2.37833 -1.56934
25 H 0.97457 0.33256 -3.10480
26 H 2.50633 1.14267 -2.80111
27 H 1.45913 1.71067 -4.11403
28 H -1.77380 1.80295 -2.60576
29 H -1.01609 2.90895 -3.74565
30 H -1.69509 3.53892 -2.24195
31 H 2.24281 4.33113 -1.55199
32 H 0.62825 4.97317 -1.88616
33 H 1.62482 4.34899 -3.21561
34 H 0.66808 2.98574 3.50015
35 H -0.27177 1.69140 2.75882
36 H -1.07161 3.18846 3.25591
37 H 2.54366 4.33301 1.11570
38 H 1.52448 5.21865 2.26288
39 H 1.42894 5.57652 0.53261
40 H -2.28798 4.05970 0.96999
41 H -1.43432 4.72675 -0.43117
42 H -1.27615 5.49155 1.15146
43 Br -6.81004 1.60686 0.38900
44 C -4.96515 1.40270 0.69710
45 C -4.05040 1.98745 -0.15393
46 C -2.70846 1.80372 0.12300
47 N -2.24627 1.09204 1.17072
48 C -3.16012 0.55083 1.97719
49 C -4.51968 0.68287 1.79009
50 H -4.36009 2.56430 -1.01490
51 H -1.96247 2.26828 -0.49603
52 H -2.77846 -0.00290 2.82778
53 H -5.21418 0.23785 2.48793
54 O -1.05271 -2.56198 2.72263
55 C -0.44594 -1.54776 3.06950
56 O -0.11366 -0.53006 2.34902
57 C -0.04262 -1.41806 4.52196
58 C 0.23151 -2.56603 5.25624
59 C 0.55525 -2.46967 6.60255
60 C 0.58438 -1.22636 7.22366
61 C 0.28981 -0.08032 6.49760
62 C -0.01663 -0.17424 5.14460
63 H 0.17922 -3.52703 4.75852
64 H 0.78172 -3.36509 7.16863
65 H 0.83793 -1.14836 8.27519
66 H 0.30049 0.88901 6.98211
67 H -0.24818 0.71290 4.56708
68 C -0.76924 -5.09036 -4.02396
69 C -1.34241 -5.14082 -2.63049
70 C -2.66876 -5.51837 -2.43345
71 C -3.19487 -5.60252 -1.15676
72 Cl -4.86370 -6.05815 -0.95050
73 C -2.41572 -5.33026 -0.04482
74 C -1.10576 -4.92146 -0.23085
75 C -0.57956 -4.82159 -1.50982
76 O 0.73950 -4.44934 -1.64084
77 C 0.95296 -3.13860 -2.12669
78 C 0.37751 -2.04289 -1.24720
79 O -0.06193 -1.01364 -1.82764
80 O 0.37227 -2.16209 0.00056
81 H -1.20106 -5.87931 -4.63941
82 H 0.31248 -5.21762 -4.00364
83 H -0.99488 -4.13430 -4.50372
84 H -3.29247 -5.75369 -3.28870
85 H -2.82554 -5.42576 0.95249
86 H -0.48525 -4.64821 0.61455
87 H 0.55881 -2.99506 -3.13332
88 H 2.03605 -3.01271 -2.14643
89 S -4.52104 -2.65742 0.35573
90 C -2.87216 -2.14918 0.49747
91 N -2.42685 -1.38907 -0.45378
92 C -3.40912 -1.19420 -1.42412
93 C -3.23298 -0.50375 -2.62260
94 C -4.31809 -0.33943 -3.46010
95 C -5.56803 -0.88315 -3.13490
96 C -5.73828 -1.62920 -1.98408
97 C -4.64352 -1.78621 -1.13546
98 H -2.25721 -2.46676 1.34269
99 H -2.24374 -0.14213 -2.87314
100 H -4.19918 0.20946 -4.38766
101 H -6.41042 -0.72797 -3.79811
102 H -6.69380 -2.08092 -1.74478

Cartesian forces (eV/Å) of the 6 atoms listed first:
Ru 0.438 -1.464 1.521
C -0.102 0.216 0.113
O 0.187 -0.542 -0.088
Si 0.197 0.146 0.043
C -0.226 0.005 0.215
C -0.070 0.228 -0.172

Properties
orbital gap (alpha / beta) = 7.2 / 7.8 eV
DFT total energy = -175084.942 eV
F_max = 2.2 eV/A
2S+1 = 2
HOMO level (alpha / beta) = -8.564 / -8.563 eV
relative energy (zero: lowest compared OMol25 entry of this formula, charge and spin) = 0.7184 eV


> Look up the relative energy (zero: lowest compared OMol25 entry of this formula, charge and spin) of the second one.

0.7184 eV


> What is the DFT total energy in the second record?

-175084.942 eV